[1]
{"formula": "C10H14AsCoF5N2O7Te", "method": "ωB97M-V with the def2-TZVPD basis set", "species": ["Co", "O", "C", "O", "C", "C", "C", "C", "C", "N", "C", "O", "O", "H", "H", "H", "H", "H", "C", "As", "C", "C", "O", "H", "H", "H", "H", "H", "H", "H", "H", "H", "F", "Te", "F", "F", "F", "F", "O", "O", "N"], "xyz": [[1.031, 0.439, 0.753], [-0.643, 4.099, 1.445], [-0.321, 2.915, 1.034], [0.609, 2.253, 1.490], [-1.178, 2.396, -0.077], [-2.233, 3.141, -0.602], [-2.946, 2.611, -1.657], [-2.538, 1.392, -2.183], [-1.453, 0.747, -1.610], [-0.799, 1.215, -0.538], [-0.854, -0.433, -2.261], [-1.220, -0.992, -3.332], [0.183, -0.900, -1.656], [-0.028, 4.455, 2.108], [-2.477, 4.110, -0.187], [-3.786, 3.143, -2.086], [-3.070, 0.980, -3.032], [-1.979, -0.603, -3.797], [1.262, -1.964, 4.542], [0.423, -0.345, 3.993], [1.400, 1.172, 4.608], [-1.404, -0.312, 4.521], [0.423, -0.353, 2.251], [1.153, -2.043, 5.624], [2.321, -1.941, 4.295], [0.767, -2.809, 4.070], [1.514, 1.083, 5.689], [0.859, 2.083, 4.373], [2.386, 1.182, 4.148], [-1.446, -0.300, 5.610], [-1.896, -1.207, 4.148], [-1.885, 0.581, 4.128], [1.144, 0.704, -3.586], [2.332, -0.796, -3.733], [3.224, -2.432, -3.630], [3.484, 0.039, -4.898], [2.070, 0.973, -0.559], [1.296, -1.422, -5.084], [0.966, -1.809, -2.397], [1.892, -2.299, 0.926], [1.866, -1.400, 0.343]], "forces_ev_per_angstrom": [[-0.56, 1.23, -0.01], [-0.10, -0.05, -0.16], [0.08, 0.01, 0.06], [-0.04, 0.10, 0.05], [0.00, 0.06, 0.07], [0.00, 0.06, 0.06], [-0.10, 0.03, -0.06], [-0.04, -0.06, -0.07], [-0.03, -0.03, -0.06], [0.12, -0.09, -0.04], [-0.05, 0.00, 0.16], [0.10, -0.08, -0.09], [0.07, 0.13, 0.00], [0.12, 0.06, 0.13], [0.01, -0.01, 0.00], [0.01, -0.01, 0.00], [0.01, 0.03, 0.00], [-0.11, 0.07, -0.08], [-0.01, 0.04, 0.02], [-0.05, 0.14, -0.18], [-0.01, -0.07, 0.07], [0.05, 0.00, 0.03], [0.12, -0.58, 0.31], [0.01, -0.02, 0.03], [0.03, 0.00, -0.01], [-0.03, -0.03, -0.01], [-0.01, 0.01, 0.02], [-0.03, 0.04, -0.02], [0.04, 0.00, -0.02], [-0.01, 0.00, 0.03], [-0.02, -0.02, -0.02], [-0.01, 0.03, -0.01], [-0.01, -0.09, -0.04], [-0.02, 0.08, 0.01], [0.04, 0.04, -0.03], [0.00, -0.03, 0.04], [0.16, -0.13, -0.09], [-0.05, 0.00, -0.04], [0.04, -0.10, 0.06], [0.08, -2.27, 1.54], [0.19, 1.53, -1.68]], "mulliken_charge": [0.92, -0.38, 0.43, -0.42, 0.65, -0.66, -0.78, -0.83, 0.70, 0.07, 0.99, -0.33, 0.15, 0.43, 0.56, 0.51, 0.28, 0.37, -1.10, 0.61, -1.02, -1.03, -0.65, 0.43, 0.37, 0.38, 0.44, 0.31, 0.40, 0.43, 0.38, 0.35, -0.48, 1.89, -0.35, -0.34, -0.60, -0.31, -0.55, 0.05, 0.72], "e_above_lowest_kj_mol": 408.4, "total_energy_ha": -5410.29085, "lumo_energy_ev": [-12.68, -12.60], "e_homo_ev": [-19.64, -20.33], "multiplicity": 5, "total_charge": 3}

=====

[2]
{"formula": "C10H14B2F4N6Ru", "method": "ωB97M-V with the def2-TZVPD basis set", "species": ["H", "N", "B", "N", "C", "Ru", "H", "C", "H", "C", "H", "C", "H", "H", "H", "N", "N", "N", "N", "C", "C", "H", "H", "C", "C", "C", "C", "H", "H", "H", "H", "H", "F", "B", "F", "F", "F"], "xyz": [[-3.238, -1.566, 1.173], [-2.045, -0.371, -0.070], [-0.498, -0.061, -2.271], [-1.751, -0.546, -1.462], [-2.811, -1.122, -2.050], [-2.121, 1.258, 1.200], [-2.917, -1.079, -3.135], [-3.652, -1.607, -1.050], [-4.580, -2.099, -1.199], [-3.076, -1.232, 0.167], [-0.745, 0.056, -3.455], [3.503, 0.057, 3.858], [2.995, 0.730, 4.551], [2.747, -0.539, 3.342], [4.072, 0.640, 3.132], [0.832, -0.989, -2.233], [-0.417, 1.337, -1.558], [1.212, -1.482, -0.996], [-0.664, 1.677, -0.181], [1.749, -1.462, -3.130], [-0.207, 2.482, -2.239], [1.680, -1.315, -4.201], [-0.237, 2.486, -3.338], [2.754, -2.143, -2.434], [-0.008, 3.506, -1.313], [2.378, -2.070, -1.072], [-0.175, 2.939, -0.047], [3.644, -2.638, -2.780], [0.203, 4.532, -1.543], [2.875, -2.419, -0.142], [0.048, 3.295, 0.947], [4.151, -0.567, 4.388], [-1.536, 1.380, 3.090], [-1.091, -0.085, 3.929], [-0.782, -0.757, 2.770], [-0.057, 0.158, 4.770], [-2.233, -0.385, 4.587]], "forces_ev_per_angstrom": [[-0.65, 0.22, 0.38], [0.30, -1.35, -0.66], [-0.73, 0.46, 0.52], [-0.73, 0.64, -0.20], [0.55, 0.11, 1.07], [3.30, -2.57, -2.19], [0.21, -0.54, 0.39], [0.17, 0.15, 0.79], [-0.42, -0.60, 0.02], [-0.60, 0.40, -1.52], [-0.04, 0.12, 0.59], [-1.10, 1.09, -0.88], [0.08, -0.05, -0.07], [0.06, -0.01, 0.03], [-0.05, -0.03, 0.07], [1.05, -0.82, -0.86], [-0.77, 0.75, -0.21], [-0.22, 0.47, 1.28], [1.25, -0.01, -0.54], [-2.95, 1.96, -0.20], [0.22, -0.64, 1.19], [-0.15, 0.12, 0.11], [0.40, -0.03, 0.67], [1.25, -0.80, 1.97], [0.12, 0.22, 0.75], [0.16, -0.10, 0.36], [-0.61, 0.59, -1.36], [-0.01, -0.01, -0.50], [0.26, 0.15, 0.06], [-0.40, 0.08, -1.03], [-0.36, 0.49, 0.03], [0.99, -1.00, 0.82], [-0.49, 0.99, -0.49], [0.80, -1.12, 2.17], [-0.42, 0.05, -0.18], [-0.60, 0.41, -1.26], [0.12, 0.21, -1.11]], "mulliken_charge": [0.61, 0.03, 0.34, -0.07, 0.04, 1.31, 0.46, -1.10, 0.45, -0.05, -0.06, -0.94, 0.24, 0.13, 0.27, 0.31, 0.03, -0.46, -0.20, -0.09, 0.05, 0.49, 0.45, -0.53, -0.98, -0.06, -0.09, 0.45, 0.44, 0.47, 0.60, 0.31, -0.65, 0.66, -0.36, -0.24, -0.25], "total_energy_ha": -1261.41615, "lumo_energy_ev": [-10.47, -10.59], "e_homo_ev": [-16.82, -16.75], "multiplicity": 5, "total_charge": 2}

=====

[3]
{"formula": "C10H14BBaClN6O4", "method": "ωB97M-V with the def2-TZVPD basis set", "species": ["H", "N", "B", "N", "C", "Ba", "H", "C", "H", "C", "H", "C", "H", "H", "H", "N", "N", "N", "N", "C", "C", "H", "H", "C", "C", "C", "C", "H", "H", "H", "H", "H", "O", "Cl", "O", "O", "O"], "xyz": [[-0.027, 3.146, 1.908], [0.301, 1.885, 0.260], [0.727, 0.772, -2.056], [0.630, 1.984, -1.058], [0.781, 3.292, -1.313], [-0.181, -0.190, 1.101], [1.039, 3.581, -2.289], [0.534, 4.022, -0.131], [0.568, 5.060, -0.003], [0.226, 3.083, 0.864], [1.191, 1.207, -3.058], [-2.137, -2.864, 2.655], [-2.451, -3.194, 3.657], [-1.161, -3.309, 2.481], [-2.806, -3.271, 1.883], [-0.680, 0.184, -2.377], [1.676, -0.333, -1.514], [-1.495, -0.332, -1.392], [1.591, -0.811, -0.232], [-1.300, 0.161, -3.573], [2.680, -0.984, -2.112], [-0.786, 0.529, -4.454], [2.915, -0.743, -3.125], [-2.571, -0.378, -3.391], [3.235, -1.897, -1.201], [-2.643, -0.671, -2.014], [2.510, -1.752, -0.018], [-3.321, -0.536, -4.154], [4.049, -2.560, -1.372], [-3.466, -1.110, -1.453], [2.587, -2.228, 0.952], [-2.223, -1.750, 2.622], [0.003, 1.362, 5.230], [0.002, 0.001, 4.832], [1.177, -0.683, 5.230], [-1.180, -0.678, 5.232], [0.004, 0.005, 3.384]], "forces_ev_per_angstrom": [[0.04, 0.15, 0.07], [0.36, 1.41, -0.51], [-0.28, 0.09, -0.03], [-0.25, 0.88, 1.49], [-0.42, 0.11, 1.57], [-4.03, -2.72, 1.88], [0.27, 0.61, -0.92], [0.06, -0.92, -0.53], [0.10, 1.20, -0.05], [0.70, -0.58, -2.80], [0.10, 0.02, -0.30], [-0.84, 0.15, 0.06], [-0.03, 0.22, -0.47], [0.34, 0.51, -0.06], [0.03, 0.05, 0.35], [-0.19, -0.10, 0.78], [0.59, -0.88, 1.49], [-0.37, 0.13, -1.26], [1.56, -0.17, -1.48], [-0.39, -0.19, 0.42], [0.13, -0.46, 0.73], [-0.20, -0.09, 0.17], [0.26, -0.09, -0.36], [0.34, 0.06, 0.06], [-0.07, 0.28, -0.53], [0.79, 0.31, -0.07], [-0.12, 0.84, -1.44], [0.11, 0.01, 0.19], [0.38, -0.27, -0.19], [0.29, 0.15, -0.15], [0.09, 0.01, -0.20], [0.48, -0.91, 0.14], [-0.01, 0.54, 0.53], [-0.06, 0.03, 1.29], [0.51, -0.31, 0.54], [-0.39, -0.22, 0.43], [0.15, 0.16, -0.87]], "mulliken_charge": [0.55, -0.53, 0.38, 0.06, -0.10, 1.96, 0.50, -1.11, 0.42, -0.16, -0.13, -0.87, 0.28, 0.26, 0.33, 0.20, 0.16, -0.37, -0.59, -0.17, -0.11, 0.40, 0.47, -0.83, -1.06, -0.41, -0.16, 0.37, 0.40, 0.43, 0.48, 0.04, -0.65, 1.77, -0.64, -0.64, -0.90], "e_above_lowest_kj_mol": 76.8, "total_energy_ha": -1529.32594, "lumo_energy_ev": 0.12, "e_homo_ev": -9.63}